{"formula": "C6H12N2", "method": "the ωB97M-V functional and the def2-TZVPD basis", "e_lumo_ha": 0.032, "homo_lumo_gap_ev": 10.0, "relative_energy_ev": 8.533, "elements": ["H", "N", "C", "H", "C", "C", "H", "H", "H", "H", "N", "H", "C", "C", "H", "H", "H", "H", "C", "H"], "positions_angstrom": [[-1.918044, -2.394992, 0.211054], [2.160903, -1.255092, -0.377809], [1.380195, 1.257996, 0.248115], [0.024000, 1.995436, -1.319677], [-0.485232, -0.521958, -0.163498], [-1.764471, -1.205614, 0.433433], [1.201283, -0.589038, 1.477904], [-0.239948, 2.824414, 0.196356], [-2.128263, -0.297181, -1.512483], [-0.302734, -0.707375, -1.292712], [-2.522348, 0.092201, -0.439336], [-1.375208, 0.394970, 1.192489], [-1.208739, 0.700355, 0.062456], [1.046084, -0.405280, 0.359918], [2.034141, -2.262221, -0.242724], [1.792349, -1.505058, -1.460644], [2.451976, 1.304630, -0.373976], [-1.775116, -0.853868, 1.824639], [-0.014936, 1.881173, -0.268189], [1.644109, 1.546496, 1.444684]], "atomic_forces_ev_per_a": [[-0.3, 3.1, 0.5], [-3.1, -0.3, -3.3], [0.9, -2.2, 1.7], [0.0, 0.2, -1.1], [3.6, -2.2, -0.1], [0.3, -1.4, 0.5], [-0.5, -0.3, -1.6], [0.0, 0.3, 0.1], [-1.9, 1.3, 3.5], [-0.8, -0.1, 1.5], [2.6, -2.6, -1.7], [0.6, 3.5, -1.4], [2.2, 1.7, 1.8], [0.7, 0.2, 0.4], [0.1, 0.1, 1.7], [1.1, 2.1, 2.9], [-3.3, 0.4, 1.3], [-0.4, -1.8, -4.5], [-0.7, -1.6, 1.3], [-0.8, -0.4, -3.6]], "mulliken_charge": [0.265, -0.805, -0.452, 0.323, -0.402, -0.264, 0.302, 0.396, 0.350, 0.108, -0.516, -0.007, 0.295, -0.064, 0.278, 0.277, 0.321, 0.310, -0.873, 0.158]}